Molecular formula: CH7NO4
Method: DFT, the ωB97M-V functional and the def2-TZVPD basis

Computed properties:
HOMO level (alpha / beta) = -9.7 / -9.7 eV
gap between HOMO and LUMO (alpha / beta) = 10.2 / 10.2 eV
ΔE to the lowest compared entry with this formula, charge and spin = 619.4 kJ/mol
M = 97.1 g/mol

Last column: Mulliken charge in e.
Positions of all 13 atoms, in Å:
1 C 2.0654 -0.2099 -0.3325  -0.570
2 O 0.7729 -0.7261 -0.6965  -0.596
3 H 0.1422 0.0511 -1.0093  0.498
4 H 2.5921 0.1059 -1.2330  0.274
5 H 2.6253 -1.0104 0.1486  0.267
6 H 1.9710 0.6372 0.3514  0.269
7 N -1.1426 0.4842 1.0140  0.220
8 O -2.4552 0.6814 1.2878  -0.281
9 O -0.9393 1.0352 -0.7697  -0.731
10 O -0.9426 -0.8057 0.9628  -0.467
11 H 0.0103 -0.9194 0.2765  0.491
12 H -2.8877 -0.1878 1.1521  0.329
13 H -1.8118 0.8643 -1.1522  0.297



Molecular formula: C13H20N2O6
Method: DFT, the ωB97M-V functional and the def2-TZVPD basis

Computed properties:
HOMO level = -8.5 eV
gap between HOMO and LUMO = 8.7 eV
structure (SMILES) = N[C@@H](Cc1ccc(O)cc1)C(=O)O.C[C@@H](O)[C@H](N)C(=O)O
ΔE to the lowest compared entry with this formula, charge and spin = 22.7 kJ/mol
M = 300.3 g/mol

Last column: Mulliken charge in e.
Positions of all 41 atoms, in Å:
1 N 1.1567 -0.2376 -1.1964  -0.583
2 C 2.2646 -0.5168 -2.0931  0.228
3 C 3.1016 -1.7045 -1.5886  -1.244
4 C 3.9451 -1.3803 -0.3784  0.261
5 C 3.3766 -1.1780 0.8846  -0.326
6 C 4.1605 -0.8744 1.9876  -0.627
7 C 5.5440 -0.7645 1.8472  0.948
8 O 6.2688 -0.4676 2.9638  -0.543
9 C 6.1296 -0.9590 0.6002  -0.564
10 C 5.3280 -1.2648 -0.4971  -0.564
11 C 1.8839 -0.7467 -3.5578  0.310
12 O 2.6219 -1.1880 -4.4061  -0.592
13 O 0.6168 -0.3720 -3.8353  -0.428
14 H 0.4687 -0.9821 -1.2644  0.260
15 H 0.6799 0.6107 -1.4844  0.250
16 H 2.9169 0.3670 -2.1065  0.381
17 H 3.7446 -2.0379 -2.4079  0.456
18 H 2.4151 -2.5338 -1.3666  0.419
19 H 2.2977 -1.2447 0.9962  0.350
20 H 3.7206 -0.7196 2.9681  0.387
21 H 7.2026 -0.4243 2.7255  0.276
22 H 7.2094 -0.8772 0.4825  0.258
23 H 5.7969 -1.4195 -1.4670  0.319
24 H 0.4991 -0.5322 -4.7867  0.367
25 C -5.4264 -0.2713 1.4271  -1.374
26 C -4.3114 0.7529 1.5433  0.088
27 O -3.1885 0.4251 0.7083  -0.557
28 C -4.7499 2.1717 1.1369  0.060
29 N -5.7302 2.6734 2.0809  -0.618
30 C -5.3296 2.2200 -0.2871  0.492
31 O -6.3369 2.8286 -0.5528  -0.619
32 O -4.6332 1.5700 -1.2224  -0.513
33 H -5.1065 -1.2483 1.8113  0.442
34 H -6.2855 0.0650 2.0145  0.369
35 H -5.7362 -0.3945 0.3833  0.308
36 H -3.9742 0.8137 2.5865  0.294
37 H -3.0067 -0.5193 0.7955  0.318
38 H -3.8325 2.7828 1.1052  0.347
39 H -6.4817 3.1119 1.5515  0.257
40 H -5.3252 3.3766 2.6869  0.250
41 H -3.8948 1.0898 -0.7886  0.454



Molecular formula: C25H48Cl2NOS
Method: DFT, the ωB97M-V functional and the def2-TZVPD basis

Computed properties:
HOMO level = -12.2 eV
charge = +1
gap between HOMO and LUMO = 8.2 eV
M = 481.6 g/mol

Last column: Mulliken charge in e.
Positions of all 78 atoms, in Å:
1 C 4.1752 -3.5159 1.4639  -1.451
2 C 4.1996 -2.6191 0.2411  0.019
3 C 5.5286 -1.9078 0.0447  -0.812
4 C 5.4157 -0.7223 -0.9334  -0.295
5 C 6.3207 0.4556 -0.5558  -1.212
6 C 5.6104 1.5238 0.2678  -0.803
7 C 4.3267 2.0494 -0.3979  -0.735
8 C 3.0527 1.6221 0.3655  -0.487
9 C 1.9638 2.6932 0.2864  -0.809
10 C 1.5856 2.9701 -1.1769  -0.504
11 C 0.1595 3.5361 -1.2896  -1.125
12 C -0.8424 2.3863 -1.2736  0.042
13 C -2.2879 2.8161 -1.5437  -0.945
14 C -3.0974 1.7460 -2.3190  -0.667
15 C -4.2796 1.1644 -1.5062  -0.771
16 C -4.0732 -0.3386 -1.2152  -1.055
17 C -3.1246 -0.4781 -0.0438  -0.180
18 N -3.5843 -0.0255 1.2644  0.254
19 C -2.7252 -0.2210 2.2094  0.000
20 C -2.8764 0.2249 3.6430  -0.038
21 Cl -1.6796 -0.6373 4.6216  -0.115
22 C -4.2926 0.0493 4.1770  0.268
23 C -5.3382 0.8928 3.4369  -1.366
24 Cl -4.2662 0.6115 5.8864  -0.131
25 S -1.3222 -1.0706 1.6529  -0.130
26 C -2.2746 -1.7111 0.1787  0.036
27 C -1.4313 -2.0745 -1.0170  -0.808
28 C -2.0567 -3.0805 -1.9719  0.592
29 C -2.7608 -4.2523 -1.2918  -1.670
30 O -0.9727 -3.5692 -2.7624  -0.546
31 H 4.2743 -2.9332 2.3738  0.357
32 H 4.9346 -4.2906 1.4294  0.334
33 H 3.2136 -4.0218 1.5356  0.384
34 H 3.3918 -1.8942 0.3374  0.050
35 H 3.9846 -3.2000 -0.6536  0.321
36 H 6.2367 -2.6305 -0.3563  0.320
37 H 5.9307 -1.5431 0.9892  0.401
38 H 4.3683 -0.4431 -1.0093  0.201
39 H 5.7045 -1.0658 -1.9229  0.408
40 H 6.7062 0.9040 -1.4698  0.364
41 H 7.1761 0.0559 -0.0176  0.451
42 H 5.3809 1.0807 1.2336  0.311
43 H 6.2664 2.3695 0.4478  0.398
44 H 4.2337 1.6267 -1.3912  0.318
45 H 4.3232 3.1301 -0.4472  0.636
46 H 3.2827 1.4450 1.4147  0.510
47 H 2.6524 0.6964 -0.0425  0.042
48 H 1.0741 2.3552 0.8162  0.352
49 H 2.3202 3.6131 0.7391  0.340
50 H 2.3107 3.6248 -1.6439  0.471
51 H 1.6093 2.0139 -1.6970  0.276
52 H 0.0622 4.1290 -2.1963  0.487
53 H 0.0132 4.1915 -0.4309  0.317
54 H -0.7587 1.9541 -0.2758  -0.104
55 H -0.4782 1.6449 -1.9829  0.331
56 H -2.2658 3.7223 -2.1415  0.506
57 H -2.7524 3.0337 -0.5885  0.303
58 H -3.4363 2.1153 -3.2766  0.598
59 H -2.4122 0.9145 -2.4518  0.208
60 H -5.2377 1.3475 -1.9770  0.517
61 H -4.2973 1.6701 -0.5415  0.299
62 H -5.0422 -0.7937 -1.0063  0.451
63 H -3.6824 -0.8152 -2.1026  0.207
64 H -2.3505 0.2709 -0.2709  -0.507
65 H -4.4820 0.4375 1.3344  0.305
66 H -2.6377 1.2857 3.6765  0.419
67 H -4.5828 -0.9889 4.2360  0.410
68 H -6.0183 0.2620 2.8722  0.296
69 H -4.8859 1.5853 2.7297  0.411
70 H -5.9122 1.4771 4.1352  0.481
71 H -2.7776 -2.5549 0.6337  0.943
72 H -0.4604 -2.4667 -0.7291  0.641
73 H -1.2174 -1.1671 -1.5800  0.013
74 H -2.7660 -2.6320 -2.6687  0.037
75 H -2.1041 -4.7177 -0.5662  0.344
76 H -3.6675 -3.8948 -0.8103  0.325
77 H -3.0715 -4.9642 -2.0491  0.585
78 H -1.2059 -4.4568 -3.0787  0.375



Molecular formula: C3H7ClNOPS
Method: DFT, the ωB97M-V functional and the def2-TZVPD basis

Computed properties:
HOMO level = -8.9 eV
gap between HOMO and LUMO = 7.6 eV
ΔE to the lowest compared entry with this formula, charge and spin = 300.6 kJ/mol
M = 171.6 g/mol

Last column: Mulliken charge in e.
Positions of all 15 atoms, in Å:
1 C 0.0455 -0.1384 0.9167  -0.954
2 C 0.6832 0.2847 -0.4878  0.578
3 C 2.0638 -0.4417 -0.7760  -1.290
4 N -1.1548 0.5613 1.0583  -0.315
5 O -0.2813 0.0048 -1.3766  -0.735
6 P -2.3534 0.1046 0.0745  0.781
7 S -3.9079 1.3185 -0.1490  -0.305
8 Cl -2.6396 -1.7850 0.1780  -0.115
9 H -0.2638 -1.0861 1.0966  0.450
10 H 0.7885 0.1403 1.6758  0.319
11 H 1.0326 1.3599 -0.2822  0.234
12 H 2.6859 -0.2917 0.0305  0.393
13 H 2.5808 -0.1393 -1.7778  0.284
14 H 1.6801 -1.4654 -1.0682  0.319
15 H -0.9597 1.5735 0.8872  0.355



Molecular formula: C5H11NO
Method: DFT, the ωB97M-V functional and the def2-TZVPD basis

Computed properties:
HOMO level = -9.6 eV
gap between HOMO and LUMO = 10.4 eV
structure (SMILES) = CNC(=O)C(C)C
ΔE to the lowest compared entry with this formula, charge and spin = 206.3 kJ/mol
M = 101.1 g/mol

Last column: Mulliken charge in e.
Positions of all 18 atoms, in Å:
1 C 1.9430 1.0348 -0.6429  -0.750
2 N 1.1076 0.1636 -1.6139  -0.357
3 C -0.0039 -0.6516 -0.9911  0.293
4 O -0.3516 -1.6893 -1.5613  -0.587
5 C -0.6060 -0.0751 0.2277  1.353
6 C -0.2268 -0.7308 1.6197  -1.415
7 C -2.0069 0.0110 0.0168  -1.658
8 H 2.8154 1.4973 -1.1512  0.331
9 H 1.1791 1.8230 -0.2018  0.322
10 H 2.0728 0.5375 0.3347  0.238
11 H 1.7292 -0.4924 -2.0043  0.286
12 H -0.1413 0.9321 0.0665  -0.296
13 H -0.2595 0.1174 2.2484  0.380
14 H 0.8309 -1.1050 1.6378  0.318
15 H -1.0026 -1.3971 1.9537  0.424
16 H -2.4115 -0.9545 -0.2438  0.358
17 H -2.4456 0.1578 1.0233  0.380
18 H -2.2224 0.8213 -0.7183  0.380



Molecular formula: C2H5N2S
Method: DFT, the ωB97M-V functional and the def2-TZVPD basis

Computed properties:
HOMO level = -14.2 eV
charge = +1
gap between HOMO and LUMO = 7.7 eV
ΔE to the lowest compared entry with this formula, charge and spin = 211.3 kJ/mol
M = 89.1 g/mol

Last column: Mulliken charge in e.
Positions of all 10 atoms, in Å:
1 C 0.2917 0.6562 -0.1654  0.156
2 C -1.2206 -1.1130 0.0039  -0.290
3 N 0.1247 -0.6306 -0.1714  -0.082
4 N 1.3099 1.4539 0.0226  -0.267
5 S -2.0741 0.5331 -0.0653  0.041
6 H -1.4167 -2.0673 -0.6489  0.346
7 H -1.4167 -1.3616 1.1059  0.300
8 H 0.9550 -1.2483 -0.2455  0.275
9 H 2.2620 1.3472 0.2921  0.237
10 H 1.1848 2.4303 -0.1282  0.284



Molecular formula: C2H9N5O
Method: DFT, the ωB97M-V functional and the def2-TZVPD basis

Computed properties:
HOMO level = -8.0 eV
gap between HOMO and LUMO = 8.4 eV
ΔE to the lowest compared entry with this formula, charge and spin = 610.6 kJ/mol
M = 119.1 g/mol

Last column: Mulliken charge in e.
Positions of all 17 atoms, in Å:
1 N 1.9654 -0.5017 -0.6107  -0.071
2 N 1.6602 0.3224 -1.5783  -0.228
3 N 1.9633 0.0460 0.5808  -0.311
4 O 0.1805 -1.5314 -0.2017  -0.757
5 H 0.0151 -2.3182 -0.7331  0.159
6 H 0.8418 0.9507 -1.4534  0.376
7 H 1.7031 -0.1393 -2.4750  0.262
8 H 2.0960 -0.6722 1.2798  0.301
9 H 1.1649 0.6607 0.8010  0.367
10 C -1.3997 0.4521 -0.2283  0.111
11 C -1.3686 0.2047 2.0579  -0.199
12 N -0.8371 0.7186 1.0319  -0.397
13 N -1.0175 1.1621 -1.2160  -0.605
14 H -1.5661 0.9663 -2.0495  0.219
15 H -2.2431 -0.2433 -0.2575  0.292
16 H -2.2331 -0.4673 2.0202  0.216
17 H -0.9252 0.3898 3.0316  0.265



Molecular formula: C2H2ClO3
Method: DFT, the ωB97M-V functional and the def2-TZVPD basis

Computed properties:
HOMO level = -2.3 eV
charge = -1
gap between HOMO and LUMO = 6.2 eV
ΔE to the lowest compared entry with this formula, charge and spin = 226.6 kJ/mol
M = 109.5 g/mol

Last column: Mulliken charge in e.
Positions of all 8 atoms, in Å:
1 C 1.8809 0.2180 0.0099  0.654
2 C -0.7359 -0.0642 -0.5654  -0.512
3 O 1.6308 0.8180 0.9907  -0.427
4 O 2.3234 -0.3358 -0.8617  -0.267
5 O -1.2797 0.8130 0.4037  -0.410
6 Cl -1.3136 -1.7689 0.1894  -0.427
7 H -1.5246 -0.0808 -1.3699  0.115
8 H -0.9813 0.4005 1.2034  0.275



Molecular formula: C3H7FN3
Method: DFT, the ωB97M-V functional and the def2-TZVPD basis

Computed properties:
HOMO level = -14.4 eV
charge = +1
gap between HOMO and LUMO = 9.9 eV
ΔE to the lowest compared entry with this formula, charge and spin = 331.1 kJ/mol
M = 104.1 g/mol

Last column: Mulliken charge in e.
Positions of all 14 atoms, in Å:
1 C 0.6991 -0.3550 -0.4107  0.603
2 C -2.6446 -0.2095 0.2704  -0.626
3 C -1.6005 0.5819 0.3438  -0.077
4 N 0.2914 -1.4362 -0.5954  -0.129
5 N 1.4471 0.5940 -0.0121  0.025
6 N 2.8135 0.4278 0.2289  -0.682
7 F -0.9892 1.0661 -0.7804  -0.285
8 H -3.1244 -0.5561 1.1661  0.261
9 H -3.0477 -0.5317 -0.6727  0.306
10 H -1.1708 1.0035 1.2381  0.396
11 H -0.1368 -2.1062 -1.2058  0.334
12 H 1.1005 1.5507 0.0661  0.301
13 H 3.0142 -0.2386 0.9707  0.288
14 H 3.3480 0.2090 -0.6069  0.285



Molecular formula: C11H29N2O9P3
Method: DFT, the ωB97M-V functional and the def2-TZVPD basis

Computed properties:
HOMO level = -8.7 eV
gap between HOMO and LUMO = 9.3 eV
structure (SMILES) = C[C@H]1C(=O)NC[C@@H]1[PH2]=N.COP(=O)(OC)OC.COP(=O)(OC)OC
M = 426.3 g/mol

Last column: Mulliken charge in e.
Positions of all 54 atoms, in Å:
1 C -0.9746 -1.0696 -2.7951  -1.520
2 C -1.2955 0.3827 -2.4611  0.712
3 C -0.6467 1.4223 -3.4002  0.150
4 O 0.2104 1.2377 -4.2304  -0.644
5 N -1.2684 2.6181 -3.1200  -0.170
6 C -2.5373 2.4075 -2.3931  -0.895
7 C -2.7479 0.8912 -2.5704  -0.093
8 P -4.0178 0.1029 -1.5407  0.266
9 N -3.9787 -1.4606 -1.4525  -0.790
10 H -0.5896 -1.5738 -1.9098  0.231
11 H -0.1900 -1.1040 -3.5543  0.415
12 H -1.8496 -1.6032 -3.1538  0.435
13 H -0.9140 0.6570 -1.4697  0.106
14 H -1.2042 3.3558 -3.8054  0.297
15 H -3.3460 2.9809 -2.8420  0.405
16 H -2.3605 2.6868 -1.3531  0.335
17 H -3.0266 0.7659 -3.6245  0.386
18 H -5.2196 0.5415 -2.1352  0.054
19 H -3.8982 0.7433 -0.2884  0.086
20 H -3.8544 -1.8015 -0.5054  0.327
21 C 4.7049 -0.1721 0.4084  -0.655
22 O 3.8334 0.9513 0.5745  -0.221
23 P 3.9077 2.1616 -0.4574  0.985
24 O 2.8353 3.1274 -0.2367  -0.698
25 O 3.9927 1.4877 -1.8835  -0.325
26 C 2.7764 0.9266 -2.4151  -0.684
27 O 5.3863 2.7175 -0.3436  -0.300
28 C 5.6106 3.8271 0.5386  -0.666
29 H 4.9037 -0.5792 1.3967  0.266
30 H 4.2133 -0.9293 -0.2021  0.237
31 H 5.6464 0.1163 -0.0581  0.337
32 H 2.0204 0.8149 -1.6362  0.203
33 H 3.0129 -0.0510 -2.8296  0.325
34 H 2.3938 1.5699 -3.1994  0.351
35 H 6.6862 3.9690 0.5956  0.231
36 H 5.2167 3.6211 1.5337  0.314
37 H 5.1398 4.7231 0.1395  0.282
38 C -0.5958 -2.1942 5.1162  -0.634
39 O -1.8618 -1.8437 4.5455  -0.307
40 P -2.1917 -2.2569 3.0471  0.981
41 O -3.5755 -1.9642 2.6863  -0.713
42 O -1.7157 -3.7596 2.9093  -0.316
43 C -2.5409 -4.7745 3.5028  -0.733
44 O -1.0841 -1.5546 2.1596  -0.200
45 C -1.4292 -0.2826 1.5979  -0.388
46 H -0.3455 -1.4291 5.8465  0.260
47 H -0.6753 -3.1590 5.6166  0.241
48 H 0.1867 -2.2390 4.3593  0.314
49 H -3.2449 -4.3527 4.2204  0.352
50 H -1.8856 -5.4801 4.0091  0.256
51 H -3.0929 -5.2841 2.7166  0.270
52 H -0.5393 0.1097 1.1117  0.182
53 H -1.7560 0.4147 2.3697  0.382
54 H -2.2237 -0.4129 0.8654  -0.021